[1]
Here is C34H31F9N7O8SiW as an isolated structure at a distorted geometry from OMol25. Energies are from the ωB97M-V functional and the def2-TZVPD basis.

XYZ file:
```
91
C34H31F9N7O8SiW (the ωB97M-V functional and the def2-TZVPD basis)
W -0.17 -0.65 -0.57
C -2.90 -3.98 -1.15
C -1.56 -3.32 -1.34
O -1.38 -2.17 -0.72
C -0.57 -3.92 -2.08
C 0.76 -3.42 -2.13
C 1.85 -4.18 -2.80
N 1.01 -2.30 -1.47
N 2.35 -1.95 -1.28
C 2.44 -1.30 -0.16
O 1.35 -1.14 0.58
C 3.69 -0.68 0.28
C 4.80 -0.64 -0.56
C 5.93 0.07 -0.18
C 5.95 0.73 1.04
C 4.86 0.67 1.89
C 3.73 -0.02 1.51
H -3.50 -3.37 -0.48
H -2.78 -4.98 -0.74
H -3.40 -4.08 -2.11
H -0.78 -4.84 -2.59
H 1.43 -4.91 -3.50
H 2.46 -4.70 -2.06
H 2.51 -3.50 -3.33
H 4.76 -1.16 -1.51
H 6.78 0.12 -0.84
H 6.82 1.30 1.32
H 4.89 1.18 2.84
H 2.85 -0.06 2.15
O 4.06 3.66 0.19
C 4.23 3.12 -0.99
O 5.20 3.31 -1.68
C 3.18 2.16 -1.47
C 3.21 1.51 -2.70
N 2.18 0.67 -2.75
N 1.45 0.71 -1.62
C 2.05 1.62 -0.84
C 1.42 1.85 0.51
O 1.85 2.69 1.28
O 0.43 1.07 0.71
H 3.24 3.41 0.68
H 3.92 1.62 -3.50
H 1.91 0.07 -3.53
F -3.53 -0.61 -4.44
C -2.60 -1.11 -3.64
F -2.59 -2.43 -3.83
F -2.98 -0.92 -2.37
C -1.19 -0.49 -3.85
O -0.42 -0.64 -2.75
C -1.35 1.02 -4.22
F -0.27 1.67 -3.78
F -2.41 1.56 -3.65
F -1.44 1.24 -5.53
C -0.49 -1.19 -5.06
F -0.05 -2.40 -4.71
F 0.60 -0.48 -5.40
F -1.26 -1.33 -6.12
N -2.83 2.51 9.45
C -2.61 1.99 8.45
C -2.36 1.33 7.23
C -1.55 1.91 6.25
C -1.30 1.24 5.07
C -1.86 -0.02 4.85
C -2.68 -0.59 5.82
C -2.92 0.07 7.00
N -1.59 -0.71 3.65
C -1.66 -2.06 3.44
C -1.31 -2.27 2.14
N -1.03 -1.06 1.54
C -1.21 -0.16 2.49
H -1.12 2.89 6.42
H -0.65 1.69 4.33
H -3.14 -1.55 5.65
H -3.54 -0.38 7.76
H -1.93 -2.76 4.20
H -1.25 -3.20 1.60
H -1.07 0.90 2.34
C -2.15 2.78 1.35
Si -2.26 2.07 -0.44
C -1.38 3.42 -1.48
C -4.11 1.83 -0.80
O -1.52 0.62 -0.71
H -2.52 3.80 1.32
H -1.13 2.84 1.71
H -2.76 2.25 2.07
H -1.50 4.39 -1.00
H -1.78 3.52 -2.48
H -0.31 3.24 -1.57
H -4.63 2.78 -0.76
H -4.58 1.18 -0.06
H -4.29 1.39 -1.77
```

Results
Highest occupied orbital energy, eV: -11.45
Net charge: +1
Kohn-Sham gap, eV: 6.3
ΔE to the lowest compared entry with this formula, charge and spin, kJ/mol: 126.7
E, eV: -96732.254

These are the Mulliken partial charges, in e, on atoms 1 to 6: atom 1 (W): 2.215, atom 2 (C): -1.879, atom 3 (C): 0.433, atom 4 (O): -0.029, atom 5 (C): -0.885, atom 6 (C): 1.327

---

[2]
Here is C24H38AsF5N2P2PtSbSe5Si2 as an isolated structure from OMol25. Energies are from the ωB97M-V functional and the def2-TZVPD basis.

XYZ file:
```
81
C24H38AsF5N2P2PtSbSe5Si2 (the ωB97M-V functional and the def2-TZVPD basis)
Pt 0.66 -0.99 0.31
C 4.00 -1.17 0.66
P 2.75 -0.51 -0.49
C 3.36 -1.00 -2.13
C 3.25 1.26 -0.37
C 2.67 2.31 -1.32
P 0.85 2.59 -1.25
C 0.67 3.02 0.53
C 0.83 4.29 -1.98
H 5.01 -0.92 0.30
H 3.92 -2.26 0.73
H 3.83 -0.73 1.64
H 4.45 -0.97 -2.13
H 2.97 -0.32 -2.88
H 3.04 -2.01 -2.38
H 4.34 1.25 -0.49
H 3.05 1.53 0.67
H 2.92 2.05 -2.36
H 3.16 3.26 -1.10
H 1.46 3.70 0.86
H 0.68 2.12 1.14
H -0.29 3.52 0.68
H 1.52 4.96 -1.46
H -0.17 4.70 -1.92
H 1.11 4.24 -3.03
C -3.54 2.79 -0.73
Si -3.50 1.14 0.16
C -4.97 0.12 -0.37
C -3.54 1.52 1.98
As -1.50 0.05 -0.59
Si -1.71 0.04 -3.01
C -2.03 1.79 -3.59
C -0.06 -0.53 -3.65
C -3.17 -0.99 -3.58
H -4.19 3.47 -0.18
H -3.91 2.71 -1.75
H -2.55 3.25 -0.78
H -5.87 0.50 0.12
H -4.87 -0.93 -0.10
H -5.12 0.19 -1.45
H -4.18 2.40 2.12
H -2.55 1.75 2.38
H -3.95 0.70 2.57
H -1.51 2.54 -3.00
H -3.09 2.03 -3.60
H -1.66 1.87 -4.62
H 0.49 0.31 -4.08
H -0.17 -1.31 -4.40
H 0.54 -0.96 -2.84
H -3.70 -1.47 -2.75
H -2.84 -1.77 -4.25
H -3.89 -0.36 -4.10
Se 0.26 -1.36 3.41
N 1.13 0.15 2.88
C 1.97 0.45 3.87
C 2.83 1.59 3.86
C 3.68 1.81 4.91
C 3.72 0.92 6.02
C 2.91 -0.17 6.08
C 2.00 -0.45 5.01
N 1.18 -1.49 5.00
H 2.78 2.27 3.02
H 4.33 2.67 4.90
H 4.41 1.13 6.83
H 2.93 -0.85 6.92
Se 4.24 -4.99 -1.07
Sb 1.87 -4.43 -0.83
Se 1.12 -2.99 1.74
Se 1.21 -6.74 0.03
Se 1.73 -4.67 -3.34
F -1.05 -2.74 -2.10
C -1.78 -2.91 -0.99
C -2.09 -1.84 -0.17
C -2.73 -2.16 1.01
F -3.07 -1.18 1.88
C -3.07 -3.45 1.37
F -3.70 -3.70 2.51
C -2.77 -4.49 0.51
F -3.11 -5.74 0.82
C -2.11 -4.22 -0.69
F -1.82 -5.21 -1.52
```

Results
Multiplicity: 5
Highest occupied orbital energy (spin up / spin down), eV: -3.80 / -4.21
Net charge: -1
Kohn-Sham gap (spin up / spin down), eV: 5.8 / 5.3
ΔE to the lowest compared entry with this formula, charge and spin, kJ/mol: 33.9
E, eV: -473762.224

These are the Mulliken partial charges, in e, on atoms 1 to 6: atom 1 (Pt): 0.985, atom 2 (C): -1.355, atom 3 (P): 1.106, atom 4 (C): -0.985, atom 5 (C): -0.616, atom 6 (C): -1.252

---

[3]
Here is the molecule C6H13N at a distorted geometry from OMol25. Energies are from the ωB97M-V functional and the def2-TZVPD basis.

XYZ file:
```
20
C6H13N (the ωB97M-V functional and the def2-TZVPD basis)
C -1.59 0.63 -1.02
C -0.93 -0.51 -0.32
C -1.73 -1.10 0.77
C 0.51 -0.03 0.19
C 0.31 1.24 0.93
C 2.66 -0.54 -0.45
N 1.42 -1.06 0.26
H -0.83 1.36 -1.47
H -2.02 1.29 -0.20
H -2.20 0.32 -1.81
H -0.52 -1.44 -0.90
H -1.28 -1.97 1.41
H -2.73 -1.30 0.48
H -1.69 -0.19 1.63
H -0.39 1.40 1.83
H 1.14 1.99 1.06
H 2.58 -0.27 -1.57
H 3.10 0.40 0.04
H 3.51 -1.24 -0.38
H 0.68 1.02 -0.50
```

Results
Highest occupied orbital energy, eV: -7.37
Kohn-Sham gap, eV: 6.1
ΔE to the lowest compared entry with this formula, charge and spin, kJ/mol: 733.3
E, eV: -7915.233

These are the Mulliken partial charges, in e, on atoms 1 to 6: atom 1 (C): -1.365, atom 2 (C): 0.618, atom 3 (C): -1.151, atom 4 (C): 0.249, atom 5 (C): -0.621, atom 6 (C): -0.863

---

[4]
Here is the molecule C6H6N2O3 at a distorted geometry from OMol25. Energies are from the ωB97M-V functional and the def2-TZVPD basis.

XYZ file:
```
17
C6H6N2O3 (the ωB97M-V functional and the def2-TZVPD basis)
C -0.72 1.85 0.17
C 0.15 0.59 0.04
C 0.05 -0.62 0.60
O -1.05 -0.97 1.25
N 1.15 -1.59 0.72
C 2.33 -1.45 0.04
O 3.24 -2.19 0.31
N 2.18 -0.37 -0.83
C 1.54 0.85 -0.40
C 2.12 2.03 -0.22
O 2.32 3.13 0.12
H -1.68 1.74 0.80
H -1.08 2.14 -0.78
H -0.14 2.68 0.66
H -1.66 -1.56 0.74
H 1.08 -2.34 1.49
H 2.91 -0.26 -1.58
```

Results
Highest occupied orbital energy, eV: -7.91
Kohn-Sham gap, eV: 7.8
SMILES: CC1=C(O)NC(=O)NC1=C=O
ΔE to the lowest compared entry with this formula, charge and spin, kJ/mol: 94.8
E, eV: -15439.934

These are the Mulliken partial charges, in e, on atoms 1 to 6: atom 1 (C): -1.177, atom 2 (C): 0.406, atom 3 (C): 0.117, atom 4 (O): -0.536, atom 5 (N): -0.094, atom 6 (C): 0.326

---

[5]
Here is C16H34Br12N4O2 as an isolated structure at a distorted geometry from OMol25. Energies are from the ωB97M-V functional and the def2-TZVPD basis.

XYZ file:
```
68
C16H34Br12N4O2 (the ωB97M-V functional and the def2-TZVPD basis)
C -3.51 2.94 -2.88
O -4.38 1.81 -2.90
C -3.84 0.70 -2.19
C -4.83 0.32 -1.04
C -4.98 1.44 0.05
C -4.36 0.95 1.42
C -2.81 1.25 1.30
C -1.94 0.44 2.31
C -0.43 0.44 1.80
N -0.19 1.70 1.12
C 0.55 0.16 3.00
O 1.43 1.26 3.24
C 2.77 0.96 2.90
C 3.01 0.60 1.40
C 3.96 -0.65 1.20
N 3.91 -0.90 -0.27
N 3.43 -1.86 1.85
N 5.35 -0.36 1.56
H -2.44 2.70 -2.77
H -3.63 3.45 -3.86
H -3.85 3.67 -2.11
H -2.81 0.85 -1.83
H -3.81 -0.17 -2.88
H -4.37 -0.56 -0.52
H -5.83 0.07 -1.43
H -4.37 2.32 -0.25
H -6.02 1.79 0.19
H -4.55 -0.13 1.59
H -4.77 1.57 2.24
H -2.72 2.34 1.41
H -2.53 0.90 0.29
H -1.93 0.90 3.32
H -2.34 -0.59 2.38
H -0.34 -0.43 1.11
H 0.57 1.66 0.46
H -0.12 2.48 1.76
H -0.02 -0.07 3.92
H 1.16 -0.75 2.81
H 3.34 1.89 3.11
H 3.17 0.18 3.58
H 2.09 0.34 0.85
H 3.52 1.44 0.90
H 4.68 -1.55 -0.44
H 3.05 -1.38 -0.51
H 2.47 -1.93 1.54
H 3.44 -1.78 2.86
H 5.80 -1.27 1.61
H 5.73 0.10 0.73
C 2.98 1.25 -3.46
Br 3.11 -0.55 -4.17
Br 2.87 2.57 -4.87
Br 1.51 1.41 -2.22
H 3.89 1.44 -2.91
C 5.29 -4.77 -1.81
Br 6.38 -5.44 -3.26
Br 6.37 -4.10 -0.34
Br 4.02 -3.44 -2.42
H 4.72 -5.61 -1.43
C -4.99 1.37 5.40
Br -5.04 1.58 7.32
Br -3.87 2.70 4.57
Br -4.48 -0.43 4.89
H -6.00 1.53 5.04
C 1.48 -3.65 -6.89
Br -0.01 -4.85 -6.65
Br 2.62 -3.60 -5.32
Br 2.49 -4.07 -8.49
H 1.07 -2.66 -7.02
```

Results
Highest occupied orbital energy, eV: -9.00
Kohn-Sham gap, eV: 8.6
E, eV: -867705.582

These are the Mulliken partial charges, in e, on atoms 1 to 6: atom 1 (C): -0.531, atom 2 (O): -0.362, atom 3 (C): -0.282, atom 4 (C): -0.759, atom 5 (C): -0.310, atom 6 (C): -0.508